Entry 1:
{
  "formula": "ClH18O9",
  "method": "ωB97M-V/def2-TZVPD",
  "lumo_ev": 3.0,
  "multiplicity": 1,
  "total_charge": -1,
  "mol_weight_g_mol": 197.6,
  "e_above_lowest_kj_mol": 13.4,
  "gap_ha": 0.379,
  "symbols": ["Cl", "O", "H", "H", "O", "H", "H", "O", "H", "H", "O", "H", "H", "O", "H", "H", "O", "H", "H", "O", "H", "H", "O", "H", "H", "O", "H", "H"],
  "xyz": [[25.86551, -3.69879, -22.47791], [26.04632, -6.49887, -24.56836], [25.57186, -5.85475, -24.02146], [26.96956, -6.34730, -24.33864], [24.09090, -2.47543, -25.06880], [24.16760, -2.47228, -24.10533], [23.63862, -3.30449, -25.25534], [26.83901, -4.30019, -19.27855], [27.05642, -3.93136, -20.14774], [26.07147, -3.78752, -18.98971], [27.68321, -3.33452, -25.18397], [28.15424, -4.17068, -25.23881], [27.14013, -3.41609, -24.37629], [26.73914, -0.36549, -23.88708], [26.14043, -0.17095, -23.15801], [26.66875, -1.32386, -24.00704], [24.16747, -2.99093, -19.69817], [23.67458, -2.16793, -19.62560], [24.60867, -2.94304, -20.56426], [27.47703, -1.27702, -20.92855], [28.03443, -0.79061, -21.54675], [26.97664, -1.87514, -21.50814], [28.32989, -5.75358, -21.94947], [27.57340, -5.18502, -22.18075], [27.96099, -6.38916, -21.32809], [24.43114, -6.51068, -21.25316], [25.17678, -7.00192, -20.89653], [24.79195, -5.62255, -21.40995]]
}

Entry 2:
{
  "formula": "ClH28O18",
  "method": "ωB97M-V/def2-TZVPD",
  "lumo_ev": 2.1,
  "multiplicity": 1,
  "total_charge": -1,
  "mol_weight_g_mol": 351.7,
  "e_above_lowest_kj_mol": 48.2,
  "gap_ha": 0.344,
  "symbols": ["Cl", "O", "O", "O", "O", "O", "H", "H", "O", "H", "H", "O", "H", "H", "O", "H", "H", "O", "H", "H", "O", "H", "H", "O", "H", "H", "O", "H", "H", "O", "H", "H", "O", "H", "H", "O", "H", "H", "O", "H", "H", "O", "H", "H", "O", "H", "H"],
  "xyz": [[0.12011, -0.31428, -0.83113], [-0.41189, -0.24028, 0.56487], [1.04011, 0.81872, -1.04813], [0.89011, -1.57828, -1.03213], [-1.03289, -0.27428, -1.83713], [0.21511, 1.46372, 2.75487], [0.75011, 1.91972, 2.10087], [0.65011, 1.37372, 3.57787], [3.51111, -2.12528, -0.63913], [2.76711, -1.89528, -1.21113], [3.50411, -1.45428, 0.01487], [2.18311, 2.44072, 1.13387], [2.90911, 2.91572, 1.53387], [1.73011, 2.97772, 0.51687], [2.33011, -4.42128, 0.47187], [2.86611, -3.70028, 0.17987], [1.52411, -4.30028, 0.02487], [0.54411, -1.31428, 3.08887], [0.42011, -0.56628, 2.52187], [-0.08389, -1.94128, 2.80987], [-2.82989, -3.17528, -0.69113], [-2.98589, -2.27928, -0.81213], [-3.35989, -3.48528, 0.03587], [-1.41789, 2.35372, -2.79513], [-2.32089, 2.08772, -2.52913], [-0.93389, 1.65972, -2.38613], [-0.31389, 3.56872, -0.09913], [-0.79989, 4.33472, 0.25987], [-0.94189, 3.02072, -0.59213], [-3.46689, -0.61228, -0.85413], [-3.30989, -0.17928, -0.04013], [-2.56389, -0.64428, -1.21313], [-2.23089, 1.55172, 0.54387], [-1.41389, 1.15972, 0.84687], [-2.20989, 2.29172, 1.13087], [-0.31189, -3.82328, -0.90913], [0.12611, -2.98128, -1.11513], [-1.25789, -3.60828, -1.16013], [-3.15589, -1.20328, 1.97187], [-2.43589, -1.83628, 1.85687], [-2.87989, -0.50828, 2.59687], [3.75211, 0.99972, -1.28113], [2.79011, 0.82972, -1.23913], [3.99211, 1.19972, -0.37213], [1.59511, 3.42272, -2.15313], [1.58411, 2.45872, -2.18513], [0.87511, 3.61272, -1.51213]]
}

Entry 3:
{
  "formula": "ClH2N2O",
  "method": "ωB97M-V/def2-TZVPD",
  "lumo_ev": [3.5, 3.5],
  "multiplicity": 1,
  "total_charge": -1,
  "mol_weight_g_mol": 81.5,
  "e_above_lowest_kj_mol": 403.1,
  "gap_ha": [0.276, 0.276],
  "symbols": ["N", "N", "O", "Cl", "H", "H"],
  "xyz": [[0.21901, 1.66408, 0.45347], [-0.08842, 0.56617, 0.29853], [1.95152, -0.57693, -0.30251], [-2.67769, -0.47837, 0.10835], [-0.82010, -0.24488, 0.37029], [1.41568, -0.93007, -0.92813]]
}

Entry 4:
{
  "formula": "ClH2NO",
  "method": "ωB97M-V/def2-TZVPD",
  "lumo_ev": [-0.7, -2.6],
  "multiplicity": 1,
  "mol_weight_g_mol": 67.5,
  "e_above_lowest_kj_mol": 94.5,
  "gap_ha": [0.370, 0.260],
  "symbols": ["N", "O", "Cl", "H", "H"],
  "xyz": [[-0.69373, 0.13630, -0.00024], [0.28701, 0.91094, -0.00396], [2.39399, -0.46948, -0.00582], [-1.00036, -0.27398, 0.88418], [-0.98691, -0.30378, -0.87415]]
}

Entry 5:
{
  "formula": "ClH2NO2P",
  "method": "ωB97M-V/def2-TZVPD",
  "lumo_ev": [3.4, 3.4],
  "multiplicity": 1,
  "total_charge": -1,
  "mol_weight_g_mol": 114.4,
  "e_above_lowest_kj_mol": 336.2,
  "gap_ha": [0.259, 0.320],
  "symbols": ["N", "O", "O", "P", "Cl", "H", "H"],
  "xyz": [[0.03949, 0.21494, 0.53197], [-3.28686, -1.27923, 1.16201], [-2.77474, -1.17340, -1.35374], [-2.71019, -0.58374, 0.02656], [-3.42587, 1.33119, -0.01540], [-0.51453, 1.17863, 0.74140], [0.03267, 0.29735, -0.43679]]
}

Entry 6:
{
  "formula": "ClH2NO2P",
  "method": "ωB97M-V/def2-TZVPD",
  "smiles": "N[P@](=O)([O-])Cl",
  "lumo_ev": 3.9,
  "multiplicity": 1,
  "total_charge": -1,
  "mol_weight_g_mol": 114.4,
  "e_above_lowest_kj_mol": 223.6,
  "gap_ha": 0.294,
  "symbols": ["N", "P", "O", "O", "Cl", "H", "H"],
  "xyz": [[-1.13512, -0.25151, -0.02373], [0.53756, 0.06890, -0.27095], [0.83391, 1.32426, 1.07422], [1.04608, 0.25795, -1.64110], [1.26510, -1.68855, 0.44792], [-1.52691, 0.50046, -0.59260], [-1.02062, -0.21150, 1.00623]]
}

Entry 7:
{
  "formula": "ClH2NO2Si",
  "method": "ωB97M-V/def2-TZVPD",
  "smiles": "O=[N+]([O-])[SiH2]Cl",
  "lumo_ev": -0.1,
  "multiplicity": 1,
  "mol_weight_g_mol": 111.6,
  "e_above_lowest_kj_mol": 71.9,
  "gap_ha": 0.387,
  "symbols": ["O", "N", "O", "Si", "Cl", "H", "H"],
  "xyz": [[2.09795, -1.58354, -0.86711], [1.86728, -0.72116, -0.03680], [2.62305, -0.42976, 0.87043], [0.45232, 0.43203, -0.35936], [1.13278, 2.19987, 0.32623], [0.12879, 0.01869, -1.70569], [-0.18756, -0.03996, 0.87141]]
}

Entry 8:
{
  "formula": "ClH2NOS2",
  "method": "ωB97M-V/def2-TZVPD",
  "lumo_ev": -0.1,
  "multiplicity": 1,
  "mol_weight_g_mol": 131.6,
  "e_above_lowest_kj_mol": 12.9,
  "gap_ha": 0.341,
  "symbols": ["N", "O", "S", "S", "Cl", "H", "H"],
  "xyz": [[-1.41134, -0.01312, -0.16322], [2.03122, 1.28566, -0.42240], [-0.42150, 0.31662, 1.08126], [1.23424, 0.08684, -0.36445], [2.46415, -1.45523, 0.23397], [-2.08742, 0.78214, -0.36554], [-1.80936, -1.00291, 0.00038]]
}

Entry 9:
{
  "formula": "ClH2NOS2",
  "method": "ωB97M-V/def2-TZVPD",
  "lumo_ev": -1.8,
  "multiplicity": 1,
  "mol_weight_g_mol": 131.6,
  "e_above_lowest_kj_mol": 121.6,
  "gap_ha": 0.252,
  "symbols": ["N", "O", "S", "S", "Cl", "H", "H"],
  "xyz": [[-0.94250, -0.34258, 0.38718], [-0.86757, 1.89825, -0.52723], [1.95040, -1.59332, -0.10832], [-0.35080, 1.13844, 0.58088], [1.88797, 0.49001, -0.16217], [-1.53386, -0.55407, -0.41489], [-0.14365, -1.03672, 0.24455]]
}

Entry 10:
{
  "formula": "ClH2OPS",
  "method": "ωB97M-V/def2-TZVPD",
  "smiles": "O=PS.Cl",
  "lumo_ev": -0.8,
  "multiplicity": 1,
  "mol_weight_g_mol": 116.5,
  "e_above_lowest_kj_mol": 123.2,
  "gap_ha": 0.340,
  "symbols": ["O", "P", "S", "H", "Cl", "H"],
  "xyz": [[3.23650, -2.07673, -0.58539], [2.84299, -1.26092, 0.53036], [1.93291, 0.42225, -0.41453], [2.12526, 1.22451, 0.64416], [-2.70102, -1.79695, -0.06754], [-1.95012, -1.07094, -0.93061]]
}

Entry 11:
{
  "formula": "ClH3N2S2",
  "method": "ωB97M-V/def2-TZVPD",
  "lumo_ev": [-0.9, -0.9],
  "multiplicity": 1,
  "mol_weight_g_mol": 130.6,
  "e_above_lowest_kj_mol": 308.1,
  "gap_ha": [0.305, 0.305],
  "symbols": ["N", "N", "S", "S", "Cl", "H", "H", "H"],
  "xyz": [[0.89912, 0.05281, 0.86356], [-0.02698, -0.19966, -0.00949], [-0.37137, 0.91559, -1.28655], [-0.21316, -1.93412, -0.44217], [2.52657, 0.43663, 0.40627], [0.36617, 1.59044, 1.30011], [-1.66278, 1.18705, -1.01902], [-1.51757, -2.04874, 0.18728]]
}

Entry 12:
{
  "formula": "ClH3O3SSi",
  "method": "ωB97M-V/def2-TZVPD",
  "lumo_ev": -0.7,
  "multiplicity": 1,
  "mol_weight_g_mol": 146.6,
  "e_above_lowest_kj_mol": 99.7,
  "gap_ha": 0.372,
  "symbols": ["O", "O", "O", "Si", "S", "Cl", "H", "H", "H"],
  "xyz": [[1.18688, -1.95366, -1.95926], [-0.85951, -0.90411, -1.64527], [-1.13600, 1.15905, -0.01959], [-0.07802, 1.20502, 1.16028], [0.01122, -1.91233, -1.13568], [1.08375, -0.79059, 0.86335], [-0.27307, 0.89498, 2.59767], [-1.05330, 0.44417, -0.68403], [1.11805, 1.85747, 0.82254]]
}

Entry 13:
{
  "formula": "ClH3OSi",
  "method": "ωB97M-V/def2-TZVPD",
  "smiles": "O[SiH2]Cl",
  "lumo_ev": 0.4,
  "multiplicity": 1,
  "mol_weight_g_mol": 82.6,
  "e_above_lowest_kj_mol": 171.6,
  "gap_ha": 0.391,
  "symbols": ["O", "Si", "Cl", "H", "H", "H"],
  "xyz": [[0.43992, -1.01891, -0.88023], [-0.17564, 0.30930, 0.47443], [-1.17985, -0.60010, 1.89020], [0.58649, -0.41389, -1.66669], [-0.85627, 1.21829, -0.52319], [1.18536, 0.50531, 0.70548]]
}

Entry 14:
{
  "formula": "ClH3OSi",
  "method": "ωB97M-V/def2-TZVPD",
  "lumo_ev": [0.8, -3.1],
  "multiplicity": 3,
  "s_squared": 2.0051,
  "mol_weight_g_mol": 82.6,
  "e_above_lowest_kj_mol": 0.0,
  "gap_ha": [0.242, 0.301],
  "symbols": ["O", "Si", "Cl", "H", "H", "H"],
  "xyz": [[0.69796, -1.57281, -0.00801], [-0.35112, 0.61523, -0.00349], [-2.21835, 0.01061, -0.06785], [1.63239, -1.38629, 0.07324], [0.18719, 1.11446, -1.24847], [0.05193, 1.21880, 1.25458]]
}

Entry 15:
{
  "formula": "ClH3Si",
  "method": "ωB97M-V/def2-TZVPD",
  "lumo_ev": [1.3, -4.1],
  "multiplicity": 3,
  "s_squared": 2.0048,
  "mol_weight_g_mol": 66.6,
  "gap_ha": [0.314, 0.288],
  "symbols": ["Si", "Cl", "H", "H", "H"],
  "xyz": [[-0.07809, 0.85231, 0.31908], [-0.01861, -3.28364, -1.30450], [1.25833, 0.75986, -0.29987], [-0.43807, 2.04915, 0.93497], [-0.72356, -0.37767, 0.35032]]
}

Entry 16:
{
  "formula": "ClH4N2OP",
  "method": "ωB97M-V/def2-TZVPD",
  "lumo_ev": -0.1,
  "multiplicity": 1,
  "mol_weight_g_mol": 114.5,
  "e_above_lowest_kj_mol": 194.1,
  "gap_ha": 0.408,
  "symbols": ["N", "N", "O", "P", "Cl", "H", "H", "H", "H"],
  "xyz": [[-0.38878, 1.40341, -0.20955], [1.14552, -0.94023, 0.03860], [2.27579, 1.30875, -0.76403], [1.11035, 0.56087, -0.28661], [-1.64073, -1.54526, 1.21131], [-0.05910, 2.36274, -0.19974], [-1.08974, 0.91112, 0.22193], [-0.34946, -1.19071, 0.97124], [2.12824, -1.07524, 0.01407]]
}

Entry 17:
{
  "formula": "ClH4PSi",
  "method": "ωB97M-V/def2-TZVPD",
  "lumo_ev": [-0.5, -1.3],
  "multiplicity": 1,
  "mol_weight_g_mol": 98.5,
  "e_above_lowest_kj_mol": 337.9,
  "gap_ha": [0.310, 0.228],
  "symbols": ["Si", "P", "Cl", "H", "H", "H", "H"],
  "xyz": [[1.34388, 1.52557, 0.28187], [-0.97324, -1.10049, -1.17833], [2.19137, 0.89669, -1.34878], [2.18667, 2.41217, 1.03067], [0.57542, 0.30273, 0.83022], [-1.38846, -2.13927, -1.96824], [-0.46030, -1.98291, -0.21246]]
}

Entry 18:
{
  "formula": "ClH5N3OP",
  "method": "ωB97M-V/def2-TZVPD",
  "lumo_ev": -0.4,
  "multiplicity": 1,
  "mol_weight_g_mol": 129.5,
  "e_above_lowest_kj_mol": 176.4,
  "gap_ha": 0.337,
  "symbols": ["N", "N", "N", "O", "P", "Cl", "H", "H", "H", "H", "H"],
  "xyz": [[0.92819, 1.52424, 0.76729], [-0.79814, -1.83048, -0.45060], [0.54384, 0.43110, -0.04698], [-0.55878, -0.62259, 1.99256], [-0.58514, -0.58951, 0.56183], [-2.88558, 0.80724, -0.36122], [1.62578, 1.39419, 1.44997], [0.07983, 1.87626, 1.19020], [-0.96804, -1.56937, -1.46050], [-1.15941, -2.69988, -0.16984], [0.38447, 0.57428, -1.03220]]
}

Entry 19:
{
  "formula": "ClH5P",
  "method": "ωB97M-V/def2-TZVPD",
  "lumo_ev": 4.6,
  "multiplicity": 1,
  "total_charge": -1,
  "mol_weight_g_mol": 71.5,
  "gap_ha": 0.284,
  "symbols": ["P", "Cl", "H", "H", "H", "H", "H"],
  "xyz": [[0.10401, -0.00191, 0.00316], [-2.03319, 0.05344, 0.03826], [0.19056, 0.94947, 1.08950], [0.13231, 1.13233, -0.90614], [-0.00144, -0.92176, -1.10731], [0.06711, -1.11360, 0.93122], [1.54064, -0.09798, -0.04869]]
}

Entry 20:
{
  "formula": "ClH6N3P",
  "method": "ωB97M-V/def2-TZVPD",
  "lumo_ev": -5.0,
  "multiplicity": 1,
  "total_charge": 1,
  "mol_weight_g_mol": 114.5,
  "e_above_lowest_kj_mol": 206.0,
  "gap_ha": 0.357,
  "symbols": ["N", "N", "N", "P", "Cl", "H", "H", "H", "H", "H", "H"],
  "xyz": [[1.87763, 1.29208, 0.45729], [-0.27589, -0.13968, 0.83100], [1.48829, -0.79948, -1.28639], [1.10982, -0.04923, -0.00887], [-3.97060, -0.61484, -0.52062], [2.78324, 1.47021, 0.09670], [1.72928, 1.61978, 1.41012], [-0.71692, -1.00495, 0.84303], [-0.76217, 0.53818, 1.30152], [1.18136, -1.79073, -1.44145], [-4.44406, -0.52134, -1.68233]]
}